Record 1
Density functional theory data (wB97M-V/def2-TZVPD) for a 7-piece molecular cluster, C9H22N11O13 overall.

The net charge is +1. Its spin multiplicity is 1.

Last column: Löwdin charge in e.
CARTESIAN COORDINATES (ANGSTROEM)
1 N 5.11 0.53 -0.95  0.23
2 C 4.39 1.40 -0.91  -0.30
3 O 3.49 2.41 -1.01  0.12
4 C 2.25 1.79 -0.85  -0.24
5 N 2.21 0.45 -1.11  0.22
6 C 0.88 0.16 -0.85  -0.34
7 N 0.53 -1.11 -1.01  0.20
8 N 0.18 1.23 -0.44  0.18
9 N 1.05 2.27 -0.46  0.17
10 H -0.41 -1.40 -1.28  0.10
11 H 1.27 -1.79 -0.92  0.12
12 H -0.82 1.23 -0.20  0.17
13 H 0.84 3.25 -0.23  0.14
14 C 0.21 -5.53 -0.66  0.07
15 N -0.21 -4.11 -0.47  -0.41
16 O -0.98 -3.63 -1.28  0.05
17 O 0.25 -3.52 0.49  0.04
18 H -0.28 -5.91 -1.55  0.10
19 H 1.29 -5.54 -0.78  0.11
20 H -0.10 -6.08 0.22  0.11
21 C 5.01 4.21 1.47  0.05
22 N 3.68 4.83 1.59  -0.45
23 O 3.60 6.04 1.49  0.10
24 O 2.74 4.07 1.78  0.04
25 H 5.74 4.99 1.30  0.11
26 H 5.22 3.68 2.40  0.11
27 H 4.97 3.53 0.63  0.07
28 C -4.40 -4.75 -1.17  0.03
29 N -4.66 -6.21 -1.06  -0.45
30 O -5.76 -6.62 -1.37  0.09
31 O -3.74 -6.89 -0.64  0.05
32 H -5.30 -4.27 -1.55  0.09
33 H -4.15 -4.38 -0.18  0.10
34 H -3.57 -4.62 -1.87  0.09
35 C -0.47 7.07 -1.22  0.07
36 N -0.67 5.60 -1.13  -0.42
37 O -1.73 5.15 -1.48  0.11
38 O 0.27 4.94 -0.70  0.02
39 H -1.38 7.52 -1.61  0.10
40 H -0.26 7.43 -0.21  0.11
41 H 0.37 7.25 -1.88  0.11
42 C 1.41 -2.01 2.97  0.03
43 N 1.18 -2.11 4.43  -0.45
44 O 0.97 -1.07 5.04  0.07
45 O 1.22 -3.22 4.92  0.08
46 H 1.35 -0.96 2.68  0.09
47 H 2.40 -2.41 2.76  0.10
48 H 0.64 -2.59 2.47  0.06
49 C -3.81 0.11 -1.42  0.05
50 N -3.53 -0.26 -0.01  -0.44
51 O -4.00 -1.29 0.40  0.10
52 O -2.84 0.52 0.64  0.03
53 H -4.43 -0.66 -1.87  0.10
54 H -4.33 1.07 -1.41  0.11
55 H -2.86 0.19 -1.94  0.09


Record 2
Density functional theory data (wB97M-V/def2-TZVPD) for a single C30H53NO11 molecule.

The value obtained for the relative energy (zero: lowest compared OMol25 entry of this formula, charge and spin) is 0.0 kJ/mol. Its spin multiplicity is 1.

Last column: Löwdin charge in e.
CARTESIAN COORDINATES (ANGSTROEM)
1 C -5.87 2.00 -0.71  -0.10
2 H -5.77 2.57 -1.63  0.07
3 C -5.17 2.70 0.45  -0.26
4 H -5.36 2.14 1.36  0.10
5 C -3.65 2.80 0.26  -0.20
6 C -3.25 3.78 -0.84  -0.20
7 N -1.82 3.92 -0.98  0.03
8 C -1.00 2.95 -1.48  -0.27
9 C -1.48 1.84 -2.18  -0.02
10 C -0.61 0.88 -2.64  -0.01
11 C 0.77 0.99 -2.44  -0.14
12 C 1.26 2.13 -1.80  -0.02
13 C 0.39 3.09 -1.32  -0.02
14 H 0.78 3.96 -0.81  0.12
15 H 2.32 2.25 -1.68  0.11
16 C 1.64 -0.11 -2.85  -0.44
17 O 1.24 -1.15 -3.34  0.09
18 O 2.94 0.13 -2.61  0.00
19 C 3.85 -0.92 -2.87  -0.12
20 H 4.84 -0.44 -2.86  0.13
21 C 3.77 -2.01 -1.81  -0.16
22 O 4.03 -1.43 -0.55  -0.18
23 C 3.53 -2.15 0.55  -0.16
24 H 3.92 -1.63 1.43  0.13
25 C 2.00 -2.18 0.61  -0.18
26 O 1.54 -3.32 -0.07  -0.14
27 C 0.15 -3.53 -0.01  -0.16
28 C -0.66 -2.54 -0.85  -0.18
29 O -1.94 -3.10 -1.07  -0.15
30 C -2.68 -2.50 -2.11  -0.16
31 H -3.43 -3.23 -2.40  0.14
32 H -2.01 -2.32 -2.97  0.12
33 C -3.37 -1.19 -1.73  -0.19
34 O -4.69 -1.35 -1.24  -0.15
35 C -4.80 -2.10 -0.04  -0.16
36 H -5.84 -2.43 -0.01  0.13
37 H -4.16 -2.98 -0.07  0.11
38 C -4.48 -1.27 1.22  -0.17
39 O -4.27 -2.11 2.34  -0.13
40 C -2.96 -2.63 2.44  -0.18
41 C -1.98 -1.63 3.07  -0.18
42 H -2.49 -1.08 3.87  0.13
43 H -1.13 -2.18 3.51  0.13
44 O -1.49 -0.74 2.09  -0.17
45 C -0.64 0.24 2.63  -0.19
46 C -0.17 1.16 1.50  -0.18
47 O 0.53 2.29 1.97  -0.13
48 C 1.85 2.07 2.43  -0.16
49 C 2.87 1.92 1.30  -0.20
50 O 4.11 1.59 1.87  -0.13
51 C 5.12 1.39 0.90  -0.19
52 C 6.40 0.97 1.62  -0.20
53 O 7.44 0.62 0.73  -0.18
54 C 7.34 -0.68 0.20  -0.10
55 H 6.41 -0.83 -0.36  0.07
56 H 8.19 -0.79 -0.47  0.09
57 H 7.40 -1.43 0.99  0.09
58 H 6.17 0.13 2.29  0.12
59 H 6.78 1.80 2.21  0.13
60 H 4.80 0.62 0.19  0.10
61 H 5.29 2.32 0.34  0.14
62 H 2.94 2.86 0.74  0.13
63 H 2.56 1.13 0.60  0.11
64 H 1.91 1.18 3.07  0.12
65 H 2.10 2.94 3.03  0.13
66 H 0.42 0.59 0.78  0.11
67 H -1.04 1.56 0.99  0.11
68 H -1.17 0.84 3.39  0.14
69 H 0.22 -0.25 3.13  0.12
70 H -2.58 -2.95 1.47  0.11
71 H -3.05 -3.49 3.11  0.13
72 H -5.32 -0.63 1.47  0.13
73 H -3.60 -0.65 1.04  0.11
74 H -2.75 -0.65 -1.01  0.11
75 H -3.50 -0.57 -2.62  0.12
76 H -0.75 -1.57 -0.33  0.11
77 H -0.15 -2.38 -1.81  0.12
78 H -0.01 -4.53 -0.42  0.14
79 H -0.20 -3.51 1.03  0.12
80 H 1.60 -1.26 0.16  0.12
81 H 1.66 -2.22 1.66  0.13
82 H 3.90 -3.18 0.54  0.14
83 H 4.51 -2.79 -2.03  0.14
84 H 2.77 -2.47 -1.83  0.11
85 H 3.65 -1.35 -3.86  0.13
86 H -0.98 0.01 -3.17  0.11
87 H -2.54 1.72 -2.36  0.10
88 H -1.38 4.55 -0.33  0.14
89 H -3.66 3.46 -1.80  0.11
90 H -3.66 4.77 -0.62  0.13
91 H -3.25 1.81 0.03  0.09
92 H -3.20 3.13 1.20  0.12
93 H -5.58 3.70 0.58  0.11
94 H -5.46 1.01 -0.87  0.06
95 H -6.93 1.90 -0.50  0.07


| no. | highest occupied orbital energy (eV) | gap between HOMO and LUMO (eV) |
| --- | --- | --- |
| 1 | -12.955 | 9.8 |
| 2 | -8.082 | 8.8 |